Entry 1:
Entry from OMol25: an isolated molecule of C5H8N2O (ωB97M-V/def2-TZVPD).

Structure (XYZ):
```
16
C5H8N2O ωB97M-V/def2-TZVPD
C 2.131 -2.032 0.752
C 1.467 -0.657 1.164
C 0.066 0.974 0.517
C -2.390 0.922 -0.659
C -1.288 1.192 -1.569
H 2.262 -1.907 -0.405
H 1.314 -2.795 0.748
H 3.188 -2.208 1.254
H 0.735 1.663 1.194
H -2.897 -0.135 -0.401
H -3.242 1.674 -0.800
H -0.774 0.303 -1.833
H -1.558 1.802 -2.518
N 0.195 -0.405 0.526
N -1.043 1.592 -0.086
O 1.834 0.017 2.118
```

Summary:
- Frontier orbital gap: 0.3523 Eh
- SMILES: CC(=O)/N=C/N1CC1
- Energy relative to the best compared isomer or geometry (same formula, charge and spin): 4.442 eV
- M: 112.1 g mol⁻¹
- E_HOMO: -9.51 eV

Entry 2:
Entry from OMol25: a 2-piece molecular cluster, C4H8NO2 overall (ωB97M-V/def2-TZVPD).

Structure (XYZ):
```
15
C4H8NO2 ωB97M-V/def2-TZVPD
O 0.768 -1.058 1.624
C -0.294 -1.702 1.767
O -1.241 -1.836 0.964
H -0.387 -2.232 2.755
C -0.351 1.495 0.183
C 0.790 1.160 -0.775
C -0.069 -0.855 -1.571
N 0.289 0.320 -1.865
H 0.090 1.821 1.129
H -1.002 2.296 -0.173
H -0.939 0.609 0.410
H 1.590 0.680 -0.206
H 1.158 2.089 -1.217
H 0.334 -1.437 -0.748
H -0.736 -1.351 -2.279
```

Summary:
- Frontier orbital gap: 0.3120 Eh
- Energy relative to the best compared isomer or geometry (same formula, charge and spin): 1.506 eV
- M: 102.1 g mol⁻¹
- Net charge: -1
- E_HOMO: -4.15 eV